[1]
11
Properties=species:S:1:pos:R:3:lowdin_charge:R:1 method="wB97M-V/def2-TZVPD" homo_lumo_gap_ev=4.348 e_lumo_ev=-0.73 e_tot_ha=-1463.80093 de_lowest_kj_mol=186.67
H -1.349 2.424 1.057 0.13
O -1.705 2.554 0.147 0.00
C -0.965 1.845 -0.724 -0.20
C -0.632 0.578 -0.566 0.04
C -0.325 -0.708 -0.552 -0.06
C 0.765 -1.180 0.299 -0.29
O 1.087 -2.359 0.374 -0.26
Yb 3.136 -3.753 1.690 0.25
H -0.445 2.458 -1.464 0.13
H -0.874 -1.452 -1.138 0.12
H 1.308 -0.406 0.878 0.12

=====

[2]
13
Properties=species:S:1:pos:R:3:lowdin_charge:R:1 method="wB97M-V/def2-TZVPD" homo_lumo_gap_ev=10.702 e_lumo_ev=0.86 e_tot_ha=-340.73479 smiles="CC1=N[C@@H]1C(N)=O" de_lowest_kj_mol=157.85
C -2.362 -0.112 0.030 -0.01
C -1.037 0.460 -0.291 -0.31
N -0.463 1.255 -1.067 0.23
C 0.362 0.638 0.050 -0.17
C 1.387 -0.373 -0.385 -0.53
N 2.468 -0.473 0.443 0.15
O 1.254 -1.050 -1.388 0.05
H -3.070 0.090 -0.776 0.09
H -2.292 -1.190 0.200 0.09
H -2.734 0.350 0.951 0.09
H 0.642 1.312 0.863 0.12
H 2.611 0.151 1.219 0.09
H 3.234 -1.059 0.151 0.11

=====

[3]
55
Properties=species:S:1:pos:R:3:lowdin_charge:R:1 method="wB97M-V/def2-TZVPD" total_charge=+2 homo_lumo_gap_ev="4.954 / 4.760" s2=0.7929 e_lumo_ev="-8.53 / -8.68" e_tot_ha=-2808.80380 de_lowest_kj_mol=239.28 multiplicity=2
Re -0.214 -0.149 0.659 1.09
C -5.167 -2.333 -1.127 -0.34
S -4.685 -0.653 -0.684 0.95
C -3.159 -0.872 0.064 -1.05
S -2.479 0.621 0.730 0.70
N -2.520 -1.991 0.201 -0.04
N -1.350 -1.873 0.842 -0.23
C -1.028 -2.695 1.801 0.00
C -0.072 -2.197 2.749 -0.23
C 0.321 -2.897 3.896 0.04
C 1.040 -2.242 4.880 0.01
C 1.355 -0.898 4.694 0.01
C 0.974 -0.275 3.519 -0.09
N 0.289 -0.894 2.556 -0.09
H -6.109 -2.248 -1.661 0.05
H -5.304 -2.916 -0.222 0.05
H -4.409 -2.776 -1.763 0.04
H -1.604 -3.590 1.993 0.15
H 0.035 -3.933 3.999 0.14
H 1.339 -2.760 5.779 0.13
H 1.878 -0.333 5.447 0.13
H 1.219 0.768 3.353 0.09
N 1.657 2.489 -1.798 0.13
C 2.205 1.401 -2.659 -0.26
C 3.128 0.475 -1.858 -0.07
C 2.541 -0.813 -1.253 -0.32
N 2.016 -0.666 0.128 -0.03
C 1.476 -1.455 -2.142 -0.10
C 0.417 -0.474 -2.651 -0.31
N -0.508 -0.001 -1.588 -0.05
C 1.104 0.659 -3.413 -0.08
H 2.353 3.230 -1.674 0.18
H 1.358 2.163 -0.826 -0.02
H 0.793 2.910 -2.200 0.04
H 2.814 1.912 -3.411 0.16
H 3.627 1.052 -1.079 0.13
H 3.909 0.153 -2.546 0.14
H 3.379 -1.518 -1.198 0.16
H 2.605 -0.016 0.654 0.09
H 2.133 -1.575 0.580 0.11
H 0.997 -2.272 -1.600 0.12
H 1.970 -1.880 -3.017 0.14
H -0.184 -1.018 -3.389 0.16
H -1.365 -0.547 -1.693 0.08
H -0.796 0.972 -1.794 -0.04
H 0.362 1.364 -3.788 0.13
H 1.568 0.200 -4.289 0.15
S -1.366 3.126 -1.621 0.73
C -1.441 3.619 -0.002 -0.77
C -2.477 4.541 0.300 -0.27
N -3.342 5.259 0.503 0.24
C -0.605 3.266 1.044 -0.69
S 0.675 2.093 1.043 0.71
C -0.686 3.973 2.262 -0.30
N -0.670 4.517 3.270 0.22

=====

[4]
14
Properties=species:S:1:pos:R:3:lowdin_charge:R:1 method="wB97M-V/def2-TZVPD" homo_lumo_gap_ev=10.421 e_lumo_ev=0.24 e_tot_ha=-1139.97786 smiles="O=S1(=O)C[C@H](O)CS1" de_lowest_kj_mol=6.96
O 0.727 2.818 -0.364 -0.34
S 0.698 1.392 -0.332 0.40
O 1.912 0.693 -0.006 -0.34
C -0.615 0.735 0.741 -0.20
C -0.489 -0.761 0.482 -0.49
O 0.549 -1.310 1.236 -0.04
C -0.279 -1.052 -1.015 -0.31
S -0.088 0.612 -2.080 0.71
H -1.549 1.174 0.405 0.11
H -0.401 0.989 1.775 0.12
H -1.396 -1.286 0.808 0.15
H 1.372 -0.843 1.005 0.07
H 0.659 -1.575 -1.180 0.08
H -1.099 -1.584 -1.477 0.07

=====

[5]
75
Properties=species:S:1:pos:R:3:lowdin_charge:R:1 method="wB97M-V/def2-TZVPD" total_charge=+1 homo_lumo_gap_ev="6.951 / 6.161" s2=8.7954 e_lumo_ev="-1.84 / -4.58" e_tot_ha=-3563.58967 de_lowest_kj_mol=0.55 multiplicity=6
Ru 1.128 1.861 0.021 0.76
S -0.876 2.741 0.988 0.32
P -1.636 1.318 -0.270 0.48
C -0.203 0.908 -1.084 -0.72
P 0.826 0.081 -2.154 0.48
S 2.562 1.068 -1.723 0.32
C 0.384 0.173 -3.897 -0.34
C 0.524 1.403 -4.541 -0.11
C 0.106 1.548 -5.853 -0.07
C -0.453 0.468 -6.525 -0.07
C -0.586 -0.758 -5.891 -0.07
C -0.167 -0.910 -4.577 -0.07
C 0.961 -1.669 -1.730 -0.39
C -0.177 -2.334 -1.275 -0.11
C -0.091 -3.652 -0.858 -0.07
C 1.135 -4.308 -0.892 -0.08
C 2.268 -3.650 -1.351 -0.07
C 2.184 -2.330 -1.772 -0.10
C -2.352 -0.050 0.676 -0.34
C -3.287 -0.891 0.075 -0.09
C -3.729 -2.025 0.739 -0.07
C -3.245 -2.320 2.007 -0.07
C -2.325 -1.476 2.615 -0.07
C -1.879 -0.342 1.952 -0.12
C -2.966 1.915 -1.316 -0.36
C -2.786 1.990 -2.692 -0.07
C -3.815 2.465 -3.495 -0.06
C -5.009 2.871 -2.920 -0.06
C -5.186 2.802 -1.542 -0.06
C -4.168 2.322 -0.738 -0.08
H 0.967 2.238 -4.011 0.10
H 0.221 2.500 -6.354 0.11
H -0.777 0.582 -7.551 0.11
H -1.012 -1.601 -6.420 0.11
H -0.265 -1.871 -4.088 0.10
H -1.125 -1.813 -1.219 0.09
H -0.975 -4.164 -0.500 0.11
H 1.205 -5.338 -0.566 0.11
H 3.219 -4.164 -1.379 0.11
H 3.070 -1.805 -2.106 0.09
H -3.673 -0.659 -0.911 0.11
H -4.460 -2.672 0.273 0.11
H -3.598 -3.200 2.528 0.11
H -1.962 -1.697 3.611 0.11
H -1.172 0.330 2.423 0.07
H -1.846 1.681 -3.132 0.08
H -3.680 2.520 -4.567 0.11
H -5.809 3.245 -3.545 0.11
H -6.119 3.124 -1.098 0.11
H -4.305 2.264 0.336 0.12
N 2.383 0.273 3.971 0.14
C 2.088 -1.045 4.215 -0.22
C 2.205 -1.569 5.512 -0.01
C 1.956 -2.899 5.740 -0.05
C 1.579 -3.755 4.691 -0.06
C 1.446 -3.256 3.422 -0.09
C 1.690 -1.895 3.175 -0.42
S 1.433 -1.281 1.592 1.13
N 1.603 0.313 1.715 -0.36
C 2.314 0.904 2.751 -0.30
C 2.884 2.186 2.554 -0.23
C 3.722 2.814 3.504 -0.01
C 4.229 4.062 3.240 -0.05
C 3.921 4.690 2.032 -0.05
C 3.109 4.018 1.141 -0.13
N 2.591 2.813 1.379 -0.05
H 2.669 0.827 4.763 0.14
H 2.503 -0.917 6.324 0.12
H 2.057 -3.292 6.742 0.12
H 1.389 -4.800 4.888 0.11
H 1.142 -3.893 2.599 0.11
H 4.007 2.309 4.416 0.11
H 4.877 4.544 3.959 0.12
H 4.307 5.667 1.785 0.11
H 2.851 4.461 0.187 0.11

=====

[6]
18
Properties=species:S:1:pos:R:3:lowdin_charge:R:1 method="wB97M-V/def2-TZVPD" homo_lumo_gap_ev="9.106 / 9.054" e_lumo_ev="-0.15 / -0.15" e_tot_ha=-326.87290 de_lowest_kj_mol=678.55
C 0.402 0.291 1.570 0.02
C -0.169 -0.721 0.927 -0.49
C 0.670 -1.453 -0.035 -0.12
C -1.591 -1.190 1.074 -0.09
C 0.027 1.888 -1.644 -0.04
N 2.422 1.322 -1.457 0.13
O 1.469 2.222 -1.797 -0.26
H 1.382 0.601 1.351 0.04
H -0.182 0.580 2.466 0.07
H 0.079 -1.587 -1.024 0.10
H 1.039 -2.407 0.354 0.09
H 1.471 -0.756 -0.480 0.06
H -2.375 -0.591 0.528 0.08
H -2.065 -1.209 2.191 0.12
H -1.553 -2.223 0.649 0.07
H 0.042 0.814 -1.483 0.05
H -0.604 2.096 -2.458 0.06
H -0.464 2.325 -0.731 0.10

=====

[7]
28
Properties=species:S:1:pos:R:3:lowdin_charge:R:1 method="wB97M-V/def2-TZVPD" homo_lumo_gap_ev="6.486 / 7.551" s2=2.0110 e_lumo_ev="0.86 / -1.94" e_tot_ha=-755.15157 de_lowest_kj_mol=59.30 multiplicity=3
C 1.828 0.500 2.318 -0.15
C 0.788 -0.397 2.514 -0.12
C 2.284 0.892 1.166 -0.02
C 0.525 -1.256 1.521 -0.17
C -2.953 2.527 -1.575 -0.04
C -2.008 1.609 -1.759 -0.03
C 1.661 0.201 -0.108 -0.32
C 1.313 -1.170 0.226 -0.39
C 2.590 0.281 -1.320 -0.07
C -2.641 -1.554 0.106 -0.17
O 0.337 -1.734 -0.737 -0.24
Si -0.824 -2.198 0.429 0.70
H 2.151 0.932 3.281 0.12
H 0.362 -0.497 3.565 0.13
H 2.865 1.751 0.881 0.11
H -3.912 2.349 -1.272 0.02
H -2.816 3.541 -1.658 0.02
H -2.185 0.603 -1.626 -0.01
H 0.680 0.637 -0.312 0.14
H 2.127 -1.977 0.388 0.19
H 3.631 0.074 -1.103 0.07
H 2.820 1.310 -1.745 0.09
H 2.162 -0.328 -2.181 0.10
H -3.240 -2.419 -0.237 0.02
H -3.142 -1.239 1.032 0.03
H -2.750 -0.854 -0.661 -0.04
H -1.027 2.022 -1.799 0.04
H -0.626 -3.609 0.665 -0.02

=====

[8]
42
Properties=species:S:1:pos:R:3:lowdin_charge:R:1 method="wB97M-V/def2-TZVPD" total_charge=+2 homo_lumo_gap_ev="5.408 / 5.205" s2=3.8198 e_lumo_ev="-7.52 / -9.67" e_tot_ha=-2116.96263 multiplicity=4
O 4.065 4.112 1.082 0.25
C 3.979 2.966 0.850 -0.01
Cr 3.790 1.097 0.773 0.38
C 2.273 1.406 1.883 -0.03
O 1.395 1.698 2.618 0.22
C 4.750 1.095 2.400 0.00
O 5.253 1.256 3.452 0.25
C 5.224 0.439 -0.704 -0.06
C 4.190 1.147 -1.334 -0.08
C 2.853 0.790 -1.117 -0.07
C 2.504 -0.335 -0.329 -0.27
C 1.111 -0.611 -0.006 0.09
C -0.089 -0.778 0.206 0.03
C -1.402 -1.023 0.529 -0.02
C -2.311 0.093 0.544 -0.22
C -3.586 -0.003 1.128 -0.01
C -4.501 1.057 1.085 -0.03
C -4.144 2.260 0.453 -0.03
C -2.864 2.399 -0.103 -0.05
C -1.956 1.337 -0.040 -0.01
C 3.565 -0.987 0.364 -0.06
C 4.906 -0.635 0.145 -0.08
H 6.267 0.735 -0.850 0.16
H 4.422 2.000 -1.981 0.16
H 2.043 1.381 -1.552 0.16
H -1.679 -1.890 1.107 0.15
H -3.850 -0.935 1.633 0.13
H -5.480 0.955 1.579 0.13
H -4.862 3.084 0.415 0.12
H -2.561 3.354 -0.547 0.12
H -0.950 1.460 -0.438 0.10
H 3.308 -1.778 1.087 0.17
H 5.700 -1.183 0.661 0.16
C -3.860 -3.638 -2.173 -0.06
C -3.593 -2.486 -1.221 -0.25
O -2.195 -2.343 -0.865 -0.10
H -4.948 -3.739 -2.202 0.09
H -3.511 -3.399 -3.181 0.08
H -3.414 -4.576 -1.843 0.09
H -3.846 -1.540 -1.719 0.13
H -4.178 -2.580 -0.294 0.12
H -1.817 -1.663 -1.495 0.14